A molecular structure, C31H22Cl2N5O6Tl, computed with ωB97M-V/def2-TZVPD.

```
67
Properties=species:S:1:pos:R:3:mulliken_charge:R:1
Tl 0.792 0.797 -0.297 2.5134
O -1.903 3.836 -0.297 -0.5318
C -0.866 2.975 -0.297 0.1759
O -1.025 1.756 -0.297 -0.5849
C 0.463 3.632 -0.297 0.7298
C 0.837 4.952 -0.297 -0.6245
C 2.221 5.215 -0.297 -0.3844
C 3.163 4.162 -0.297 -0.5525
C 2.690 2.866 -0.297 0.5899
N 1.372 2.682 -0.297 -0.1248
C 3.502 1.570 -0.297 0.0570
O 4.771 1.683 -0.297 -0.7616
O 2.825 0.474 -0.297 -0.5559
H -2.664 3.218 -0.297 0.3858
H 0.104 5.746 -0.297 0.5810
H 2.576 6.242 -0.297 0.4496
H 4.232 4.347 -0.297 0.5558
N -1.610 5.052 9.371 -0.4797
C -1.261 4.433 8.454 0.0257
C -0.829 3.668 7.321 0.4023
C -1.086 4.122 6.026 -1.0780
C -0.665 3.376 4.917 -0.4574
C 0.021 2.164 5.094 1.8799
C 0.276 1.714 6.399 -0.4769
C -0.147 2.463 7.504 -1.0497
N 0.451 1.401 3.968 0.3493
C 1.130 0.200 3.978 -0.2072
C 1.325 -0.144 2.661 -0.9643
N 0.792 0.797 1.832 -0.1775
C 0.279 1.705 2.633 0.0641
H -1.617 5.059 5.867 0.4253
H -0.893 3.778 3.934 0.3472
H 0.802 0.785 6.599 0.3023
H 0.062 2.096 8.508 0.4375
H 1.420 -0.312 4.881 0.3616
H 1.822 -1.024 2.272 0.5371
H -0.225 2.596 2.285 -0.0124
Cl -2.340 -1.735 -4.834 -0.1810
C -2.751 -3.415 -4.759 0.7155
C -3.762 -3.848 -5.629 -0.5797
C -4.186 -5.174 -5.617 -0.4329
C -3.601 -6.072 -4.729 -0.4548
C -2.590 -5.645 -3.859 0.4371
Cl -1.922 -6.831 -2.785 -0.2087
C -2.124 -4.314 -3.872 -0.8815
N -1.150 -3.906 -2.917 0.0982
C 0.109 -3.301 -3.198 0.3647
C 0.749 -3.516 -4.431 -0.3218
C 2.001 -2.963 -4.705 -0.7212
C 2.652 -2.210 -3.735 -0.9511
C 2.062 -2.034 -2.485 -0.7222
C 0.804 -2.592 -2.191 0.9466
C 0.263 -2.433 -0.785 -1.2219
C -1.006 -1.586 -0.724 0.7291
O -2.065 -2.195 -1.071 -0.9429
O -0.864 -0.406 -0.297 -0.4762
H -4.233 -3.140 -6.306 0.3935
H -4.977 -5.501 -6.286 0.3579
H -3.940 -7.104 -4.706 0.3999
H -1.643 -3.319 -2.205 0.5140
H 0.263 -4.111 -5.198 0.4532
H 2.462 -3.121 -5.675 0.3730
H 3.622 -1.768 -3.943 0.4103
H 2.586 -1.457 -1.726 0.3848
H 1.020 -1.986 -0.128 0.4632
H 0.060 -3.426 -0.365 0.5433
H 1.368 -0.974 -0.297 -1.6349
```

## Properties
Electronic energy   -3012.37014 Eh
2S+1   1
HOMO-LUMO gap (alpha / beta)   4.06 / 4.06 eV
Lowest unoccupied orbital energy (alpha / beta)   -2.14 / -2.14 eV

***

A molecular structure, C31H22F11N4O3Re, computed with ωB97M-V/def2-TZVPD.

```
72
Properties=species:S:1:pos:R:3:mulliken_spin:R:1
Re 1.368 0.937 -0.392 0.9818
C 0.795 3.813 -1.333 0.0005
N 1.625 3.152 -0.314 0.0033
C 1.173 3.607 1.020 -0.0096
C 1.698 2.659 2.095 0.0027
N 1.385 1.312 1.642 0.0379
C 1.445 0.289 2.544 0.0000
C 0.589 -0.819 2.406 0.0206
F -0.330 -0.772 1.422 0.0006
C 0.629 -1.927 3.229 -0.0018
F -0.197 -2.946 3.001 -0.0001
C 1.509 -1.956 4.310 0.0058
F 1.554 -3.007 5.119 0.0005
C 2.332 -0.851 4.528 -0.0018
F 3.159 -0.833 5.566 -0.0002
C 2.315 0.228 3.653 0.0064
F 3.181 1.226 3.875 0.0001
C 3.048 3.511 -0.560 0.0141
C 3.999 2.400 -0.103 0.0058
N 3.382 1.140 -0.468 -0.0553
C 4.200 0.079 -0.721 -0.0176
C 3.850 -0.793 -1.768 -0.0326
F 2.798 -0.405 -2.524 -0.0009
C 4.566 -1.936 -2.061 0.0121
F 4.187 -2.735 -3.050 0.0005
C 5.715 -2.225 -1.315 -0.0144
F 6.424 -3.316 -1.577 -0.0013
C 6.126 -1.352 -0.306 0.0071
F 7.224 -1.616 0.396 0.0006
C 5.379 -0.220 -0.015 -0.0072
F 5.762 0.580 0.991 -0.0003
H 0.889 4.900 -1.266 -0.0003
H 1.104 3.490 -2.327 -0.0025
H -0.247 3.533 -1.187 0.0025
H 1.488 4.638 1.210 0.0008
H 0.082 3.556 1.033 -0.0034
H 2.767 2.815 2.272 0.0006
H 1.175 2.848 3.039 0.0015
H 3.177 3.632 -1.638 -0.0031
H 3.296 4.459 -0.075 0.0003
H 4.955 2.515 -0.623 -0.0077
H 4.210 2.447 0.971 -0.0017
C -4.119 -4.104 -2.083 0.0000
C -4.543 -2.938 -1.199 0.0003
C -5.887 -2.372 -1.652 0.0000
C -6.352 -1.320 -0.657 0.0001
C -5.294 -0.273 -0.508 -0.0014
C -5.639 1.002 -0.114 0.0006
C -4.669 1.992 0.005 -0.0003
F -5.033 3.216 0.401 0.0000
C -3.353 1.735 -0.283 -0.0024
C -2.978 0.444 -0.674 0.0075
C -1.566 0.169 -0.866 -0.0015
O -0.736 1.114 -0.690 -0.0076
C -1.253 -1.164 -1.216 0.0201
C -2.258 -2.096 -1.362 0.0030
N -3.549 -1.850 -1.160 0.0013
C -3.946 -0.579 -0.792 0.0023
C 0.167 -1.689 -1.341 0.0023
O 0.359 -2.758 -1.873 -0.0037
O 1.086 -0.967 -0.794 0.0385
H -4.965 -4.778 -2.190 0.0000
H -3.307 -4.679 -1.649 0.0000
H -3.834 -3.762 -3.074 0.0000
H -4.653 -3.295 -0.166 0.0001
H -6.615 -3.179 -1.705 0.0000
H -5.793 -1.935 -2.648 0.0000
H -6.540 -1.784 0.316 0.0000
H -7.284 -0.856 -0.981 -0.0001
H -6.667 1.245 0.105 0.0000
H -2.603 2.506 -0.209 -0.0027
H -1.962 -3.095 -1.644 -0.0004
```

## Properties
Net charge   +1
Electronic energy   -2815.82799 Eh
2S+1   2
HOMO-LUMO gap (alpha / beta)   6.38 / 6.72 eV
Lowest unoccupied orbital energy (alpha / beta)   -4.35 / -4.07 eV
Expectation value of S²   0.9088